Below is a single C4H6O2S2 molecule at a distorted geometry, with properties calculated with ωB97M-V with the def2-TZVPD basis set.

The geometry in XYZ format:
```
14
Properties=species:S:1:pos:R:3:forces:R:3:mulliken_charge:R:1
O -2.45417 0.53378 -1.01652 -0.6984 0.4940 -0.0154 -0.486
C -2.09750 -0.32786 0.02411 1.2580 -1.8081 -0.1802 -0.212
C -0.62484 -0.13606 0.22832 -3.1102 -1.2318 -0.1422 0.421
C 0.54972 -0.08768 0.12464 4.4670 -0.6501 0.9047 -0.888
C 2.08213 -0.11384 0.24085 -2.6830 1.8078 -2.0917 0.735
O 2.56002 -0.05608 1.50223 1.1276 -0.1096 0.5591 -0.519
S 2.47719 1.48874 -0.76383 0.4411 -0.9051 -0.4485 -0.219
S 2.81278 -1.49037 -0.68826 -1.3515 -0.1505 -0.7047 -0.205
H -1.62153 0.96800 -1.17238 0.0741 0.8056 -0.7724 0.300
H -2.30539 -1.40610 -0.37484 0.3861 1.6508 1.2876 0.216
H -2.56819 -0.11871 0.99100 -0.5002 -0.1392 -0.3689 0.250
H 1.87587 0.01027 2.15548 -0.7578 0.0679 0.3512 0.346
H 2.62571 2.32200 0.23927 -0.0798 0.3516 0.7896 0.137
H 3.77338 -1.49918 0.16737 1.4270 -0.1834 0.8316 0.123
```
Positions in Å, forces in eV/Å.

E_LUMO, eV: 0.44
Structure (SMILES): OCC#CC(O)(S)S
Orbital gap, eV: 9.55

Below is a single C20H25BrN2O3 molecule, with properties calculated with ωB97M-V with the def2-TZVPD basis set.

The geometry in XYZ format:
```
51
Properties=species:S:1:pos:R:3:forces:R:3:mulliken_charge:R:1
C -8.39860 -0.14176 -0.94446 0.2083 -0.0908 -0.0781 -1.347
C -6.88856 -0.25005 -1.10739 -0.0273 0.2148 0.2428 -0.057
C -6.16096 0.84693 -0.31822 -0.1102 -0.1639 -0.2609 -0.908
N -4.72252 0.89652 -0.49155 0.1477 0.1329 -0.1055 -0.177
C -4.00287 -0.25639 0.01409 -0.1486 -0.1028 -0.1017 -1.073
C -2.52580 0.01711 0.11060 0.1321 -0.1843 0.0049 -0.044
C -2.05400 1.32272 0.11393 0.1264 0.0976 -0.0239 -0.306
C -0.70514 1.63590 0.21686 0.1892 -0.1686 0.0201 1.107
O -0.21313 2.90668 0.24862 0.1857 -0.3540 0.0708 -0.445
C -1.09648 4.01296 0.25626 -0.2626 0.3529 0.1380 -0.555
C -1.73849 4.24690 1.61962 0.2129 -0.2044 -0.2907 -1.080
C 0.22448 0.57966 0.29012 -0.2873 -0.0805 -0.0544 0.207
O 1.58265 0.71402 0.40317 -0.1479 0.0633 0.2292 -0.499
C 2.23250 1.83072 -0.17249 0.3070 0.5320 -0.2647 0.083
C 3.71299 1.52768 -0.43698 -0.5778 -0.1196 0.1495 0.121
O 4.41842 2.35686 -0.96759 0.0592 0.2162 -0.0824 -0.679
N 4.08856 0.29873 -0.02146 -0.2374 -0.4304 0.2605 -0.019
C 5.33898 -0.32196 -0.10103 0.3410 -0.0412 -0.0735 0.722
C 6.45514 0.29959 -0.65176 -0.0561 0.1997 -0.0652 -0.441
C 7.66064 -0.37696 -0.70006 0.0103 -0.1434 0.0540 -0.553
C 7.76995 -1.66588 -0.20664 0.1399 -0.0378 -0.0217 -0.500
C 6.65888 -2.28457 0.34240 -0.0194 -0.0041 0.0071 -0.535
C 5.44966 -1.61901 0.39623 -0.0269 0.0756 -0.0195 -0.529
C -0.24036 -0.72745 0.30388 0.0063 0.1740 0.0018 -0.566
C -1.59300 -1.00048 0.22626 -0.0155 -0.0457 -0.0152 -0.783
Br -2.14269 -2.82330 0.28943 0.0629 0.0826 0.0102 -0.239
H -8.75427 0.82091 -1.30575 -0.0972 0.0911 -0.0194 0.331
H -8.90028 -0.92641 -1.50562 -0.1311 -0.0280 -0.0100 0.364
H -8.67577 -0.23769 0.10297 -0.1012 -0.0028 0.1056 0.345
H -6.55767 -1.23155 -0.76180 0.0662 -0.0343 -0.0706 0.249
H -6.62717 -0.16094 -2.16572 0.0749 -0.0434 -0.0067 0.298
H -6.36079 0.72285 0.75035 -0.0712 0.0688 -0.0077 0.313
H -6.55111 1.82361 -0.62147 -0.1010 -0.0453 0.0960 0.364
H -4.50073 1.02799 -1.47474 -0.0045 0.0193 0.0910 0.271
H -4.15611 -1.16452 -0.59184 0.0166 0.1383 0.1906 0.544
H -4.38483 -0.47146 1.01995 -0.0231 -0.0780 -0.0810 0.356
H -2.80135 2.09553 0.04742 -0.0170 0.1291 0.0041 0.711
H -1.85804 3.90548 -0.52479 0.1126 0.0076 0.0187 0.358
H -0.45518 4.86047 -0.00199 -0.1531 -0.0952 -0.0349 0.416
H -0.96577 4.37348 2.37381 0.0469 0.0338 0.0759 0.337
H -2.34680 5.14620 1.58416 -0.0906 0.0995 0.0205 0.375
H -2.36644 3.40748 1.90685 -0.0810 -0.0230 0.0560 0.334
H 2.18371 2.70312 0.48930 0.0478 -0.1803 -0.1560 0.247
H 1.77662 2.10896 -1.12841 0.0878 -0.0616 0.1061 0.330
H 3.35269 -0.25263 0.40470 0.0975 0.1828 -0.1265 0.128
H 6.37007 1.30200 -1.03604 -0.0132 0.0285 -0.0079 0.502
H 8.52298 0.11110 -1.12917 0.0631 0.0504 -0.0370 0.368
H 8.71450 -2.18683 -0.24885 0.0786 -0.0439 -0.0026 0.374
H 6.73341 -3.28980 0.73019 -0.0056 -0.0736 0.0320 0.366
H 4.58259 -2.10224 0.82515 -0.0913 -0.0499 0.0436 0.333
H 0.47795 -1.52831 0.38116 0.0774 -0.0598 -0.0112 0.482
```
Positions in Å, forces in eV/Å.

E_LUMO, eV: 0.66
Structure (SMILES): CCCNCc1cc(OCC)c(OCC(=O)Nc2ccccc2)cc1Br
Orbital gap, eV: 8.98

Below is a molecular structure, ClH16O8 at a distorted geometry, with properties calculated with ωB97M-V with the def2-TZVPD basis set.

The geometry in XYZ format:
```
25
Properties=species:S:1:pos:R:3:forces:R:3:mulliken_charge:R:1
Cl 0.06493 -0.01322 0.08781 2.3470 -1.3551 -1.1181 -1.206
O -0.44520 1.26722 2.16677 -0.4743 1.7894 2.5525 -0.706
H -0.18259 0.85928 1.34163 -0.1723 0.8922 1.2464 0.577
H 0.07316 0.81615 2.83315 0.0178 -0.1242 0.2739 0.299
O -1.60389 -1.39080 1.39096 -3.5034 -0.2642 2.4891 -0.832
H -1.06312 -0.75376 0.92407 -1.0382 0.4906 0.7748 0.312
H -2.28435 -1.63388 0.76317 -0.7701 0.2825 -0.1262 0.414
O 1.95408 2.00586 -0.16741 1.2779 0.9574 0.1229 -0.660
H 1.39004 1.23475 -0.10832 0.6786 0.4270 0.5943 0.280
H 1.98675 2.34831 0.72583 -0.1662 0.1791 0.2663 0.318
O 0.90195 0.80176 -2.20136 0.4153 0.4928 -2.5026 -0.707
H 0.70149 0.77038 -1.26591 0.2465 0.1404 -1.4916 0.130
H 0.88246 -0.11323 -2.48179 0.1080 -0.2591 -0.0016 0.312
O 2.15977 -1.30721 0.71795 2.3436 -1.2114 0.6076 -0.759
H 2.63685 -0.49406 0.88356 0.1734 0.2389 -0.1243 0.314
H 1.23942 -1.04515 0.69540 0.8493 -0.0307 0.8427 0.632
O -0.11304 -2.80176 0.38218 2.0832 -2.4556 -1.6339 -0.790
H 0.56940 -2.18361 0.12067 -0.0506 -1.2570 -0.4252 0.273
H -0.81932 -2.25086 0.71970 -0.0347 -0.6698 0.6202 0.531
O -1.94814 -0.55140 -1.42922 -2.0863 -0.8721 -1.3963 -0.699
H -1.64215 -0.46371 -2.33194 -0.0355 -0.0704 -0.2228 0.322
H -1.16341 -0.42326 -0.89630 -0.5520 -0.2511 -0.7349 0.647
O -1.29337 2.06736 -0.78797 -0.9966 1.8884 -0.2864 -0.666
H -1.31275 1.80409 -1.70805 0.0417 -0.0171 -0.0944 0.415
H -0.68896 1.45085 -0.37463 -0.7023 1.0590 -0.2323 0.253
```
Positions in Å, forces in eV/Å.

E_LUMO, eV: 3.42
Total charge: -1
Orbital gap, eV: 10.21

Below is a molecular structure, C38H36BrN5O5RuSbSe4 at a distorted geometry, with properties calculated with ωB97M-V with the def2-TZVPD basis set.

The geometry in XYZ format:
```
91
Properties=species:S:1:pos:R:3:forces:R:3:mulliken_charge:R:1
Ru -0.10122 0.62628 -1.82311 1.1336 -1.3803 -0.2130 -0.299
O 1.69523 -2.41129 -4.34623 0.0229 0.1126 0.0384 -0.768
C 2.76514 -2.83804 -3.66814 0.0964 -0.0110 -0.0161 0.165
C 3.62633 -3.76125 -4.27186 -0.0893 0.0328 -0.0322 -0.660
C 4.73615 -4.24162 -3.59747 0.0009 0.0224 0.0218 -0.312
C 5.01001 -3.81718 -2.30260 0.0000 -0.0070 0.0358 -0.816
C 4.15728 -2.89485 -1.70616 -0.0328 -0.0373 -0.0576 -0.273
C 3.04920 -2.38695 -2.36782 -0.1046 0.0532 -0.0271 -0.378
C 2.16339 -1.34577 -1.69101 0.2803 -0.0037 0.1398 1.565
O 0.92998 -1.22498 -2.26690 -0.1083 0.2578 -0.0337 -0.442
N 2.86962 -0.07331 -1.76694 -0.0120 0.0153 -0.5674 -0.412
N 2.20154 0.97725 -1.10560 -0.2196 0.2270 0.1858 0.284
C 3.04348 1.90453 -0.67918 -0.1366 -0.1600 -0.0499 -1.025
C 2.85112 3.13806 -0.04942 0.0751 -0.0689 -0.0142 0.666
Br 1.04911 3.66619 0.26941 -0.0489 0.0902 -0.1886 -0.037
C 3.91692 3.87447 0.48504 -0.1164 0.1285 0.1127 -1.213
C 3.94569 5.20366 1.02673 0.0260 -0.2377 -0.1613 0.865
C 4.90831 5.54036 2.00818 0.0850 0.1122 0.0545 -0.713
C 4.95903 6.79639 2.58589 -0.0103 -0.0902 -0.0727 -0.357
C 4.06070 7.79133 2.20603 -0.0582 0.0730 0.0314 -0.457
C 3.13567 7.50144 1.20409 0.0491 -0.1321 -0.0107 -0.523
C 3.08654 6.24966 0.61450 -0.0923 0.1588 0.0518 -0.472
H 1.19457 -1.81046 -3.69498 -0.0146 -0.0825 0.0019 0.330
H 3.39258 -4.07807 -5.28222 0.0298 -0.0245 0.0398 0.404
H 5.39146 -4.95402 -4.08713 -0.0121 -0.0006 0.0158 0.345
H 5.86355 -4.20373 -1.75847 0.0094 0.0153 -0.0384 0.380
H 4.35143 -2.55802 -0.69071 -0.0110 -0.0119 -0.0102 0.351
H 2.05846 -1.66858 -0.64023 -0.0742 -0.0023 0.1765 -0.346
H 3.84354 -0.15018 -1.49883 0.0292 0.0035 0.1937 0.458
H 4.10244 1.67271 -0.82267 0.0614 0.0719 0.0192 0.138
H 4.85491 3.32630 0.54239 -0.0046 -0.0104 0.0479 0.216
H 5.60917 4.77672 2.33183 -0.0373 -0.0081 -0.0077 0.289
H 5.69847 7.00257 3.35292 0.0133 -0.0147 -0.0074 0.332
H 4.08189 8.76763 2.67740 0.0176 -0.0220 -0.0352 0.344
H 2.44458 8.26712 0.86679 0.0303 -0.0044 -0.0006 0.352
H 2.39382 6.08091 -0.19812 -0.0309 -0.0679 0.0676 0.470
C -3.23063 -1.19303 5.23564 0.0088 0.0227 0.0246 -1.055
O -2.65033 -1.44486 3.97568 -0.0508 0.0499 0.0678 -0.275
C -3.04021 -2.56724 3.30854 -0.0811 0.0028 0.0830 0.494
C -3.89703 -3.52760 3.81367 -0.0193 -0.0217 0.0401 -0.474
C -4.20754 -4.65303 3.05225 0.0299 0.0276 -0.0337 -0.722
C -3.63223 -4.81715 1.80754 -0.0466 -0.0561 0.0200 -0.979
C -2.76179 -3.85666 1.30124 0.0055 -0.0254 0.0368 -0.060
C -2.48317 -2.70342 2.02453 0.0841 -0.0400 -0.1963 0.116
N -1.62145 -1.69478 1.60338 -0.0485 -0.0573 0.0561 0.290
C -1.41006 -1.17704 0.33169 -0.0148 0.0821 0.0706 -0.584
N -2.23135 -1.63428 -0.62651 -0.0636 0.0020 -0.1050 0.094
C -2.29732 -1.41916 -2.02595 0.1510 -0.0791 0.0214 -0.203
C -1.49665 -0.55301 -2.76135 -0.0701 0.3570 0.0790 0.379
C -1.67832 -0.55484 -4.15244 -0.1077 -0.1653 0.0532 -0.410
C -2.66662 -1.30468 -4.76221 0.1134 0.1200 0.0272 -1.167
C -3.49992 -2.11806 -4.00933 -0.1510 -0.0815 -0.1135 -0.334
C -3.28864 -2.19119 -2.65063 0.0454 0.0196 0.0470 1.214
O -4.02236 -2.99772 -1.80136 -0.1084 -0.0837 -0.0438 -0.392
C -5.18148 -3.59818 -2.33630 0.0615 0.0496 0.0416 -1.086
N -0.47817 -0.29854 0.14816 0.2069 0.2090 0.1754 1.511
C 0.16066 0.24625 1.31130 0.0573 -0.1254 -0.1063 -0.673
C 1.44357 -0.12019 1.68654 -0.0264 0.1013 0.0419 -0.054
C 2.09689 0.50406 2.74316 0.0010 -0.0627 -0.0454 -0.821
C 1.46054 1.51219 3.44172 -0.0079 0.0133 0.0466 -1.055
C 0.15890 1.86755 3.11844 -0.0959 -0.0624 0.0479 -0.486
C -0.49966 1.22473 2.07623 0.1594 -0.0937 0.0217 0.916
O -1.78011 1.46794 1.72874 -0.2110 0.0233 0.0399 0.172
C -2.43237 2.58444 2.29625 0.0185 -0.0540 -0.1025 -1.155
H -2.82493 -0.24297 5.57285 0.0171 0.0050 -0.0191 0.237
H -2.97200 -1.97102 5.95965 0.0084 -0.0243 -0.0090 0.379
H -4.31891 -1.11530 5.16367 -0.0080 -0.0077 -0.0224 0.420
H -4.33556 -3.41401 4.79540 0.0198 0.0406 -0.0092 0.391
H -4.89240 -5.39080 3.45042 0.0223 -0.0151 -0.0195 0.379
H -3.84470 -5.70213 1.22085 0.0065 0.0298 -0.0107 0.397
H -2.28641 -4.01467 0.34303 -0.0154 0.0161 -0.0042 0.588
H -1.27328 -1.10415 2.34313 -0.0016 0.0344 -0.0093 0.128
H -2.99566 -2.20473 -0.30517 -0.0297 0.0193 0.0428 0.422
H -1.03578 0.04978 -4.77019 0.0179 0.1415 -0.0174 0.440
H -2.81424 -1.22812 -5.83273 0.0280 -0.0368 0.0110 0.404
H -4.30480 -2.66019 -4.48714 0.0542 -0.0143 0.0459 0.352
H -5.65057 -4.13718 -1.51529 -0.0117 0.0033 -0.0022 0.245
H -4.93106 -4.30168 -3.13605 -0.0071 -0.0133 0.0147 0.352
H -5.87149 -2.84407 -2.72483 0.0117 -0.0026 0.0027 0.428
H 1.94480 -0.88749 1.12181 0.0453 -0.0573 -0.1010 0.163
H 3.10928 0.21485 2.99658 -0.0104 0.0162 -0.0296 0.382
H 1.97593 2.03509 4.23856 -0.0175 0.0096 -0.0285 0.366
H -0.33162 2.67057 3.65104 0.0232 -0.0297 0.0127 0.401
H -3.39480 2.64671 1.79581 -0.0157 0.0074 -0.0054 0.270
H -1.87341 3.50397 2.10823 0.0297 0.0094 0.0219 0.360
H -2.57821 2.44891 3.37336 -0.0072 0.0310 0.0113 0.334
Se -2.98819 5.18698 -3.30794 -0.1559 0.4742 0.1897 -0.430
Sb -2.89779 2.71613 -3.57108 -0.1785 -0.6751 -0.6246 0.231
Se 0.44744 1.95980 -3.58482 0.0930 -0.0162 -0.1860 -0.338
Se -1.93310 1.92940 -1.32398 -0.7900 0.7592 0.6982 -0.231
Se -5.30177 2.12858 -3.30918 0.2859 0.2263 0.0610 -0.728
```
Positions in Å, forces in eV/Å.

E_LUMO (alpha / beta), eV: 3.41 / 3.10
Spin multiplicity: 6
Total charge: -2
Orbital gap (alpha / beta), eV: 3.80 / 4.92